Entry 1:
Below is an isolated molecule of C30H34N2O3, with properties calculated with ωB97M-V/def2-TZVPD.

Each line ends with the Löwdin charge.
Element x y z (Å)
C: -5.3119 -2.1344 -1.6001  -0.05
C: -4.1060 -2.4746 -0.7779  -0.27
C: -3.1056 -3.2852 -1.3017  -0.04
C: -1.9974 -3.6144 -0.5434  -0.06
C: -1.8639 -3.1228 0.7434  -0.05
C: -2.8438 -2.2994 1.2806  -0.20
C: -2.6462 -1.6691 2.6369  -0.15
O: -1.8541 -0.4923 2.5657  -0.12
C: -2.4924 0.5629 1.8856  -0.18
C: -1.5616 1.7677 1.7722  -0.23
C: -2.2485 2.9275 1.0137  -0.08
C: -2.5039 2.6037 -0.4288  -0.23
C: -1.5450 2.8914 -1.3929  -0.05
C: -1.7470 2.5468 -2.7173  -0.08
C: -2.9162 1.9110 -3.0989  -0.09
C: -3.8879 1.6387 -2.1516  -0.08
C: -3.6840 1.9864 -0.8279  -0.05
N: -0.2629 1.4553 1.1888  0.00
C: -0.1214 0.4648 0.1440  -0.09
C: 0.6040 -0.8012 0.6150  -0.10
N: 2.0398 -0.6380 0.6081  -0.04
C: 2.7803 -1.3445 -0.2807  -0.42
O: 2.2861 -2.1603 -1.0380  0.07
C: 4.2547 -1.0777 -0.2779  -0.16
C: 5.1225 -2.0083 0.2791  -0.02
C: 6.4874 -1.7894 0.2257  -0.07
C: 6.9887 -0.6558 -0.3895  -0.05
C: 6.1341 0.2756 -0.9662  -0.27
C: 6.6733 1.4885 -1.6612  -0.05
C: 4.7652 0.0518 -0.9040  0.00
C: 2.5699 0.3329 1.5313  -0.12
C: 2.1712 1.7696 1.1632  -0.05
C: 0.7929 2.1436 1.6849  -0.46
O: 0.6616 3.0191 2.5215  0.06
C: -3.9630 -1.9929 0.5155  -0.01
H: -5.9259 -3.0220 -1.7516  0.08
H: -5.9187 -1.3770 -1.1100  0.07
H: -5.0120 -1.7667 -2.5800  0.08
H: -3.2015 -3.6622 -2.3096  0.11
H: -1.2281 -4.2483 -0.9579  0.11
H: -0.9967 -3.3777 1.3335  0.12
H: -2.0923 -2.3394 3.2980  0.13
H: -3.6178 -1.4327 3.0964  0.13
H: -2.8226 0.2321 0.8920  0.09
H: -3.3868 0.8781 2.4480  0.14
H: -1.3380 2.1243 2.7851  0.15
H: -1.5916 3.7951 1.0912  0.12
H: -3.1862 3.1591 1.5215  0.12
H: -0.6349 3.3946 -1.0979  0.12
H: -0.9922 2.7766 -3.4552  0.10
H: -3.0735 1.6387 -4.1319  0.10
H: -4.8097 1.1582 -2.4448  0.10
H: -4.4548 1.7863 -0.0970  0.11
H: -1.1130 0.1903 -0.2093  0.13
H: 0.4179 0.8901 -0.7091  0.13
H: 0.3776 -1.6235 -0.0669  0.11
H: 0.2611 -1.0501 1.6233  0.13
H: 4.7245 -2.8939 0.7509  0.12
H: 7.1644 -2.5076 0.6642  0.10
H: 8.0563 -0.4932 -0.4277  0.11
H: 7.6577 1.7493 -1.2804  0.08
H: 6.7646 1.2929 -2.7300  0.09
H: 6.0071 2.3387 -1.5320  0.08
H: 4.0882 0.7634 -1.3558  0.12
H: 3.6581 0.2483 1.5416  0.12
H: 2.1967 0.1047 2.5368  0.14
H: 2.8714 2.4646 1.6288  0.12
H: 2.2233 1.9026 0.0812  0.12
H: -4.7415 -1.3708 0.9376  0.12

The electronic energy comes out at -1498.85387 a.u. The value obtained for the orbital gap is 9.470 eV.

***

Entry 2:
Below is a structure of composition C25H17N6O4Pb, with properties calculated with ωB97M-V/def2-TZVPD.

Each line ends with the Löwdin charge.
Element x y z (Å)
Pb: 8.4385 10.5993 8.9377  1.52
C: 8.1896 8.1416 12.9437  -0.05
C: 9.3396 7.3362 13.0019  -0.05
C: 10.3235 7.5017 12.0782  -0.02
C: 10.2388 8.5785 11.2180  -0.31
N: 9.1180 9.3884 11.1019  0.00
C: 8.1719 9.2010 12.0560  -0.15
N: 11.3637 8.8089 10.4701  0.16
C: 11.5322 9.7634 9.6402  -0.32
N: 10.7066 10.7539 9.1679  -0.03
C: 11.4760 11.6564 8.3929  -0.28
N: 11.1918 12.7757 7.8264  0.17
C: 10.0314 13.5289 7.8586  -0.33
C: 10.0378 14.7856 7.3036  0.00
C: 8.9391 15.6272 7.4134  -0.04
C: 7.7941 15.1602 8.0245  -0.06
C: 7.8395 13.8826 8.5199  -0.16
N: 8.8964 13.0661 8.3979  -0.03
C: 12.8886 11.1852 8.3797  -0.09
C: 14.0575 11.6694 7.7575  -0.02
C: 15.2020 10.9762 7.9111  -0.08
C: 15.2277 9.8375 8.7585  -0.04
C: 14.0710 9.3821 9.4131  0.00
C: 12.8696 10.0043 9.0919  -0.13
H: 7.3773 8.0828 13.6755  0.12
H: 9.3512 6.5142 13.6677  0.10
H: 11.2389 6.9059 12.0513  0.13
H: 7.2564 9.7583 11.9791  0.11
H: 10.8925 15.2262 6.8311  0.11
H: 9.0362 16.5731 6.9018  0.12
H: 6.9303 15.8071 8.0976  0.11
H: 6.9449 13.4423 8.9927  0.11
H: 13.9941 12.5702 7.1535  0.12
H: 16.1656 11.3476 7.5110  0.12
H: 16.1440 9.3395 9.0160  0.10
H: 14.0172 8.5200 10.0956  0.12
O: 10.7141 9.3085 4.9722  0.17
C: 9.7508 9.3869 5.8900  -0.43
O: 9.4059 10.4566 6.3791  0.01
C: 9.1666 8.1033 6.3286  -0.16
C: 9.2044 6.9330 5.5152  0.06
C: 8.6437 5.7899 6.0434  -0.01
C: 8.0728 5.8252 7.3245  0.03
C: 8.0345 7.0422 7.9870  -0.16
N: 8.5719 8.1755 7.4947  0.13
C: 7.2345 7.3005 9.2240  -0.48
O: 7.0270 6.2884 10.0795  0.15
O: 6.8244 8.3771 9.4973  0.01
H: 11.1054 10.1858 4.8794  0.15
H: 9.6611 7.0388 4.5434  0.13
H: 8.4934 4.8954 5.4046  0.14
H: 7.5053 4.9760 7.6923  0.13
H: 7.4952 5.4956 9.7754  0.12

The electronic energy comes out at -1785.12382 a.u. As for the total charge: +1. The value obtained for the orbital gap is 6.902 eV.

***

Entry 3:
Below is a structure of composition C24H25FeN3O2S2, with properties calculated with ωB97M-V/def2-TZVPD.

Each line ends with the Löwdin charge.
Element x y z (Å)
Fe: 1.3916 -0.2925 -0.5652  0.61
C: -2.8246 1.2004 0.1526  -0.02
C: -1.3500 1.1675 -0.1593  -0.23
N: -0.6377 0.1214 0.0818  -0.04
N: -1.2972 -0.9117 0.7473  -0.07
C: -0.8170 -2.0776 0.5191  -1.09
S: 0.4433 -2.5196 -0.6077  0.58
S: -1.5933 -3.3755 1.4672  0.86
C: -2.3218 -4.2812 0.0610  -0.44
C: -3.3948 -3.4756 -0.6109  -0.31
C: -4.6832 -3.4181 -0.0863  -0.05
C: -5.6510 -2.6219 -0.6767  -0.09
C: -5.3407 -1.8654 -1.8009  -0.10
C: -4.0604 -1.9180 -2.3313  -0.08
C: -3.0928 -2.7201 -1.7394  -0.06
C: -0.7278 2.3651 -0.7476  -0.10
C: -1.4100 3.5885 -0.6326  -0.05
C: -0.9259 4.7600 -1.1696  -0.10
C: 0.2731 4.7248 -1.8829  -0.09
C: 0.9641 3.5449 -2.0217  -0.02
C: 0.5072 2.3438 -1.4442  -0.34
O: 1.2391 1.2689 -1.6091  -0.19
H: -3.2176 0.1954 0.2671  0.06
H: -3.3622 1.7197 -0.6385  0.09
H: -2.9991 1.7368 1.0885  0.09
H: -2.7039 -5.2071 0.4905  0.08
H: -1.5135 -4.5216 -0.6277  0.05
H: -4.9232 -3.9973 0.7980  0.11
H: -6.6491 -2.5874 -0.2589  0.10
H: -6.0949 -1.2396 -2.2602  0.10
H: -3.8104 -1.3332 -3.2073  0.10
H: -2.0905 -2.7540 -2.1491  0.09
H: -2.3426 3.6177 -0.0858  0.10
H: -1.4732 5.6846 -1.0493  0.10
H: 0.6640 5.6305 -2.3305  0.10
H: 1.8928 3.4997 -2.5760  0.11
O: 3.3708 -1.3227 -1.2195  -0.14
C: 4.2800 -1.5220 -0.1212  -0.23
C: 5.0955 -0.2591 0.0395  -0.16
C: 4.2385 0.9913 0.2564  -0.13
C: 3.3977 0.9313 1.4955  -0.26
C: 3.8486 1.4705 2.6932  -0.01
C: 3.0294 1.4380 3.8075  -0.05
C: 1.7745 0.8625 3.6968  -0.04
C: 1.3979 0.3323 2.4771  -0.09
N: 2.1901 0.3553 1.4010  0.07
H: 3.0024 -2.1799 -1.4642  0.06
H: 4.9350 -2.3698 -0.3283  0.13
H: 3.7063 -1.7484 0.7827  0.11
H: 5.6919 -0.1052 -0.8619  0.12
H: 5.7870 -0.4032 0.8738  0.12
H: 3.5838 1.1397 -0.6057  0.10
H: 4.8902 1.8636 0.3084  0.12
H: 4.8280 1.9283 2.7351  0.12
H: 3.3611 1.8654 4.7448  0.11
H: 1.0915 0.8225 4.5329  0.11
H: 0.4332 -0.1426 2.3515  0.10

Its spin multiplicity is 5. The electronic energy comes out at -3304.44049 a.u. The value obtained for the orbital gap (spin up / spin down) is 7.751 / 7.867 eV.

***

Entry 4:
Below is an isolated molecule of C4H9NO, with properties calculated with ωB97M-V/def2-TZVPD.

Each line ends with the Löwdin charge.
Element x y z (Å)
C: 1.9775 -0.7972 0.7370  -0.11
C: 0.8627 0.1675 0.5064  -0.13
C: -0.1116 0.0778 -0.4284  -0.37
O: -0.3089 -1.0408 -1.2155  0.03
C: -1.0949 1.1868 -0.6371  -0.17
N: -2.3792 0.5533 -0.0857  -0.01
H: 1.7273 -1.4840 1.5501  0.07
H: 2.2254 -1.3895 -0.1485  0.07
H: 2.8884 -0.2550 1.0103  0.07
H: 0.9480 1.0987 1.0645  0.10
H: 0.2444 -1.7670 -0.8891  0.10
H: -1.2040 1.4194 -1.6999  0.11
H: -0.8569 2.0819 -0.0564  0.11
H: -2.6243 -0.2769 -0.6269  0.06
H: -2.2939 0.4253 0.9191  0.06

The electronic energy comes out at -287.76846 a.u. The value obtained for the orbital gap is 9.065 eV.

***

Entry 5:
Below is a cluster of 9 separate species, C21H49FN18O11S2 in total, with properties calculated with ωB97M-V/def2-TZVPD.

Each line ends with the Löwdin charge.
Element x y z (Å)
C: -3.2829 4.3600 -2.0975  -0.11
C: -2.0375 3.2755 -2.2970  -0.24
O: -2.1408 2.0892 -1.4332  -0.21
C: -1.8024 0.8458 -2.1428  -0.19
C: -0.3483 0.8636 -2.9124  -0.16
C: 0.9455 0.8988 -1.8675  -0.18
C: 1.6583 2.3702 -1.7447  -0.22
C: 2.2300 2.9851 -3.1542  -0.16
C: 1.9861 4.6368 -3.0645  -0.09
C: 2.3906 5.3942 -1.6305  0.06
C: 2.1196 7.0059 -1.4941  -0.22
N: 2.4256 7.7929 -0.2176  -0.30
S: 1.9152 9.4476 -0.5504  0.88
N: 1.3246 9.3228 -2.2267  -0.29
C: 1.4727 7.8966 -2.7094  -0.21
C: 1.1200 7.1630 -4.1326  0.07
C: 1.3790 5.5212 -4.3051  -0.16
S: 0.9382 4.7786 -5.9937  0.89
O: -0.3944 3.9538 -5.8991  -0.36
O: 0.8165 5.9765 -7.0025  -0.37
F: 2.2657 3.8138 -6.5969  -0.26
H: -2.9955 5.1976 -1.3061  0.08
H: -4.3142 3.8490 -1.8713  0.08
H: -3.3481 4.9389 -3.1395  0.07
H: -1.0617 3.8644 -1.9524  0.12
H: -2.0209 3.0331 -3.4565  0.10
H: -1.8744 -0.0385 -1.3442  0.12
H: -2.6318 0.5921 -2.9513  0.11
H: -0.2803 1.6775 -3.7605  0.09
H: -0.2678 -0.1857 -3.4760  0.12
H: 0.4775 0.6558 -0.7970  0.09
H: 1.7282 0.0363 -2.0794  0.12
H: 0.8634 3.0887 -1.2259  0.11
H: 2.5868 2.3207 -0.9978  0.12
H: 3.3885 2.8380 -3.3189  0.13
H: 1.6851 2.5530 -4.1124  0.10
H: 2.8281 4.7501 -0.7409  0.11
H: 0.6870 7.7881 -5.0345  0.12
N: 0.1568 1.4683 3.4591  0.15
C: 0.2551 0.7404 2.3322  -0.72
N: 0.9573 -0.3996 2.4628  0.18
O: -0.2516 1.0863 1.2766  0.00
H: 0.5671 1.2000 4.3376  0.11
H: -0.3637 2.3341 3.4042  0.12
H: 1.0554 -0.9771 1.6380  0.07
H: 1.3819 -0.7012 3.3234  0.05
N: -4.3434 3.1114 -5.2118  0.17
C: -4.5884 1.8042 -5.0102  -0.69
N: -5.8934 1.4840 -4.9442  0.17
O: -3.6989 0.9758 -4.8964  0.00
H: -5.0625 3.8085 -5.3080  0.10
H: -3.3739 3.3950 -5.2678  0.10
H: -6.1214 0.5100 -4.7934  0.10
H: -6.6400 2.1519 -5.0356  0.10
N: 1.9177 -4.3807 4.8117  0.14
C: 2.2803 -3.2573 4.1668  -0.70
N: 2.9460 -3.4637 3.0161  0.17
O: 2.0261 -2.1412 4.5912  -0.01
H: 2.1179 -5.3084 4.4781  0.08
H: 1.4144 -4.2699 5.6823  0.11
H: 3.2372 -2.6443 2.4993  0.11
H: 3.1646 -4.3750 2.6504  0.10
N: -0.5793 -4.3254 0.7547  0.16
C: -0.6631 -3.0154 0.4608  -0.70
N: -1.9186 -2.5360 0.3983  0.17
O: 0.3201 -2.3182 0.2665  0.01
H: -1.3773 -4.9157 0.9180  0.10
H: 0.3479 -4.7262 0.8116  0.11
H: -2.0261 -1.5542 0.1796  0.09
H: -2.7405 -3.0944 0.5551  0.10
N: 6.4939 -4.8635 3.9046  0.16
C: 6.5008 -5.6591 2.8200  -0.73
N: 7.4903 -5.4027 1.9452  0.15
O: 5.6762 -6.5419 2.6436  0.01
H: 7.1644 -4.1313 4.0674  0.10
H: 5.7654 -5.0231 4.5882  0.10
H: 7.5315 -5.9790 1.1148  0.11
H: 8.1785 -4.6802 2.0730  0.10
N: -4.7488 0.6859 5.2872  0.14
C: -3.4118 0.7203 5.1430  -0.72
N: -2.9814 0.5458 3.8804  0.17
O: -2.6509 0.8955 6.0815  0.01
H: -5.3915 0.5429 4.5266  0.10
H: -5.1146 0.8132 6.2219  0.11
H: -1.9814 0.5647 3.7281  0.07
H: -3.5924 0.4003 3.0947  0.10
N: 3.6611 -5.6318 8.2491  0.16
C: 3.7593 -6.3597 7.1221  -0.69
N: 4.4616 -7.4997 7.2528  0.16
O: 3.2526 -6.0139 6.0666  0.01
H: 4.0714 -5.9001 9.1276  0.10
H: 3.1405 -4.7661 8.1942  0.12
H: 4.5596 -8.0772 6.4279  0.12
H: 4.8862 -7.8014 8.1134  0.10
N: -5.6452 -4.0459 -4.3086  0.14
C: -5.5590 -2.7290 -4.0483  -0.73
N: -4.4826 -2.1233 -4.5817  0.17
O: -6.3897 -2.1320 -3.3821  0.01
H: -4.9711 -4.5549 -4.8551  0.10
H: -6.4406 -4.5400 -3.9256  0.11
H: -4.3798 -1.1317 -4.4095  0.07
H: -3.7878 -2.5979 -5.1330  0.10

The electronic energy comes out at -3538.87014 a.u. The value obtained for the orbital gap is 6.502 eV.

***

- Which value of electronic energy does entry 1 give?
  -1498.85387 a.u.

***

- Which formula does entry 2 have?
  C25H17N6O4Pb